1.
# C31H67BaGeN2O10SSi3

A structure of composition C31H67BaGeN2O10SSi3 at a distorted geometry (the ωB97M-V functional and the def2-TZVPD basis, the OMol25 dataset).

The charge is -2. The value obtained for the largest force on an atom is 3.06 eV/A. As for the LUMO energy (alpha / beta): 3.7 / 3.5 eV. As for the spin multiplicity: 2. The calculation puts the energy above the lowest of the compared OMol25 structures with the same formula, charge and spin at 0.00 kcal/mol. For the molar mass, the calculation gives 954.1 g/mol. The total energy comes out at -5452.69498 Ha.

CARTESIAN COORDINATES (ANGSTROEM)
Ba1 11.285 11.092 14.627
C1 13.548 8.871 17.667
C2 14.449 9.004 16.412
C3 15.916 9.081 16.803
C4 14.217 7.866 15.440
O1 14.030 10.125 15.638
Ge1 14.624 11.898 15.930
O2 13.761 12.424 14.299
C5 14.431 12.671 13.064
C6 15.672 13.580 13.241
C7 14.863 11.327 12.466
C8 13.354 13.363 12.212
O3 12.984 12.166 16.788
C9 12.785 13.312 17.661
C10 11.533 13.007 18.474
C11 12.552 14.532 16.791
C12 13.985 13.549 18.561
H1 13.785 7.952 18.178
H2 12.491 8.866 17.400
H3 13.718 9.705 18.346
H4 16.215 8.211 17.415
H5 16.095 9.984 17.387
H6 16.604 9.093 15.947
H7 14.407 6.862 15.850
H8 14.896 7.990 14.580
H9 13.188 7.975 15.062
H10 16.464 13.115 13.834
H11 15.352 14.539 13.723
H12 16.131 13.789 12.232
H13 15.621 10.912 13.136
H14 15.246 11.455 11.431
H15 14.041 10.648 12.406
H16 12.947 14.220 12.759
H17 12.489 12.720 12.054
H18 13.744 13.633 11.209
H19 10.680 12.872 17.835
H20 11.382 13.900 19.112
H21 11.623 12.118 19.096
H22 11.653 14.371 16.178
H23 13.423 14.696 16.158
H24 12.358 15.418 17.414
H25 14.154 12.638 19.114
H26 13.797 14.367 19.237
H27 14.909 13.728 17.971
C13 7.720 8.889 13.584
O4 8.356 9.835 12.751
Si1 8.710 9.653 11.123
C14 9.651 8.068 10.761
C15 6.996 9.535 10.295
C16 9.553 11.191 10.491
Si2 8.763 12.919 10.621
C17 8.462 13.530 8.807
C18 9.951 14.022 11.501
C19 7.091 12.975 11.494
Si3 10.916 10.967 9.312
C20 11.917 12.480 8.747
C21 12.198 9.640 9.769
C22 9.979 10.419 7.713
H28 6.646 9.131 13.678
H29 8.194 8.841 14.569
H30 7.765 7.860 13.152
H31 9.068 7.163 11.032
H32 10.542 8.054 11.375
H33 9.986 8.001 9.694
H34 6.606 8.523 10.379
H35 7.071 9.763 9.217
H36 6.306 10.238 10.740
H37 9.367 13.578 8.212
H38 8.042 14.526 8.810
H39 7.729 12.923 8.268
H40 10.836 14.301 10.900
H41 10.296 13.489 12.392
H42 9.435 14.899 11.947
H43 6.220 12.964 10.838
H44 7.096 13.874 12.142
H45 6.992 12.167 12.208
H46 12.409 13.001 9.578
H47 11.299 13.203 8.219
H48 12.700 12.156 8.052
H49 12.203 9.468 10.837
H50 13.183 9.987 9.490
H51 11.994 8.708 9.282
H52 9.212 11.160 7.495
H53 9.543 9.443 7.921
H54 10.643 10.326 6.846
O5 11.541 9.177 13.119
H55 12.429 8.848 13.005
H56 10.880 8.322 14.361
N1 5.226 11.600 20.871
C23 5.750 11.039 20.006
C24 6.592 10.548 18.909
C25 7.854 10.134 19.289
C26 8.749 9.913 18.269
N2 8.541 10.197 16.986
C27 7.319 10.537 16.607
C28 6.292 10.606 17.533
H57 8.177 10.000 20.321
H58 9.742 9.579 18.528
H59 7.176 10.806 15.561
H60 5.300 10.974 17.248
C29 8.989 6.229 15.425
C30 10.412 6.743 15.536
C31 10.981 6.323 16.877
O6 10.514 8.124 15.335
H61 8.947 5.143 15.614
H62 8.555 6.404 14.442
H63 8.352 6.762 16.134
H64 11.036 6.278 14.754
H65 10.442 6.825 17.704
H66 12.005 6.725 16.928
H67 11.006 5.227 16.936
O7 7.059 14.125 15.313
S1 8.513 14.204 14.952
O8 8.535 15.348 13.967
O9 9.082 12.871 14.324
O10 9.415 14.195 16.087

***

2.
# C31H67ClNO7PSi2

A structure of composition C31H67ClNO7PSi2 at a distorted geometry (the ωB97M-V functional and the def2-TZVPD basis, the OMol25 dataset).

The value obtained for the largest force on an atom is 6.25 eV/A. As for the LUMO energy: -0.3 eV. For the molar mass, the calculation gives 688.5 g/mol. The total energy comes out at -3182.94541 Ha.

CARTESIAN COORDINATES (ANGSTROEM)
C1 -4.648 -6.467 -4.419
C2 -3.510 -5.465 -5.078
C3 -4.179 -3.984 -5.308
C4 -3.086 -2.754 -5.426
C5 -2.209 -2.526 -4.047
C6 -0.818 -1.748 -4.496
C7 -0.017 -1.373 -3.110
C8 -0.670 0.063 -2.569
C9 0.570 0.892 -1.880
C10 -0.005 1.572 -0.501
C11 0.967 1.045 0.753
C12 0.350 1.786 2.120
C13 1.533 2.283 3.139
Si1 2.214 0.930 4.328
Cl1 3.032 1.950 6.032
C14 0.692 -0.106 5.012
C15 0.113 0.472 6.436
O1 -0.245 1.900 6.421
C16 -1.701 2.109 6.343
C17 -1.931 3.235 5.131
O2 3.291 -0.244 3.586
Si2 4.945 0.336 3.476
C18 5.925 0.289 5.148
C19 7.408 0.956 5.191
C20 8.409 1.045 6.512
C21 7.702 0.310 7.840
C22 6.231 -0.336 7.578
N1 5.363 -0.361 6.367
P1 5.181 2.328 2.584
O3 4.652 3.601 3.647
O4 4.437 2.422 1.002
H1 -4.577 -6.341 -3.239
H2 -4.512 -7.594 -4.739
H3 -5.708 -6.092 -4.792
H4 -3.157 -5.940 -6.107
H5 -2.577 -5.477 -4.365
H6 -4.924 -3.761 -4.429
H7 -4.838 -4.056 -6.294
H8 -2.395 -2.915 -6.372
H9 -3.706 -1.763 -5.613
H10 -2.815 -1.925 -3.231
H11 -1.872 -3.546 -3.554
H12 -1.112 -0.761 -5.096
H13 -0.143 -2.445 -5.183
H14 1.142 -1.244 -3.272
H15 -0.149 -2.218 -2.286
H16 -1.578 -0.137 -1.853
H17 -1.041 0.713 -3.487
H18 1.467 0.182 -1.560
H19 0.987 1.732 -2.579
H20 -1.131 1.305 -0.277
H21 0.047 2.751 -0.605
H22 2.009 1.550 0.572
H23 0.999 -0.122 0.845
H24 -0.509 1.166 2.619
H25 -0.167 2.779 1.706
H26 2.337 2.837 2.494
H27 1.042 3.121 3.833
H28 -0.133 -0.289 4.200
H29 1.150 -1.180 5.255
H30 -0.795 -0.221 6.737
H31 0.954 0.259 7.254
H32 -2.068 2.611 7.345
H33 -2.318 1.166 6.021
H34 -2.875 3.906 5.341
H35 -2.011 2.656 4.108
H36 -0.917 3.851 5.088
H37 5.653 -0.609 2.576
H38 7.813 1.426 4.176
H39 9.475 1.525 6.519
H40 8.261 0.275 8.894
H41 5.767 -0.888 8.533
H42 3.946 4.183 3.237
H43 4.345 1.508 0.590
C23 -6.845 -0.075 -2.156
C24 -7.010 -1.267 -3.085
C25 -7.268 -2.546 -2.306
O5 -5.829 -1.421 -3.869
H44 -5.991 -0.217 -1.484
H45 -6.647 0.837 -2.730
H46 -7.743 0.080 -1.550
H47 -7.840 -1.083 -3.776
H48 -6.428 -2.776 -1.640
H49 -7.372 -3.397 -2.987
H50 -8.179 -2.465 -1.705
H51 -5.087 -1.585 -3.264
C26 0.209 6.835 0.571
C27 -0.846 6.076 -0.219
C28 -1.384 6.911 -1.369
O6 -1.919 5.719 0.649
H52 -0.211 7.747 1.009
H53 0.578 6.226 1.403
H54 1.056 7.110 -0.065
H55 -0.416 5.146 -0.608
H56 -1.860 7.826 -1.000
H57 -2.151 6.357 -1.921
H58 -0.585 7.189 -2.063
H59 -2.307 6.538 0.999
C29 4.761 -3.998 -3.475
C30 3.255 -3.846 -3.613
C31 2.649 -5.006 -4.386
O7 2.964 -2.625 -4.288
H60 5.245 -4.013 -4.457
H61 5.185 -3.150 -2.927
H62 5.018 -4.921 -2.945
H63 2.798 -3.787 -2.619
H64 3.058 -5.057 -5.401
H65 1.566 -4.877 -4.489
H66 2.842 -5.959 -3.884
H67 3.365 -2.668 -5.172